Record 1
Computed, not measured: a molecular structure, C33H89Li4N7O16 in a non-equilibrium geometry, with ωB97M-V/def2-TZVPD.

## Properties
Energy relative to the best compared isomer or geometry (same formula, charge and spin): 0.00 kcal per mole
Charge: +2
Energy: -2927.47110 Eh
Frontier orbital gap: 3.96 eV
E_LUMO: -7.6 eV

Structure (XYZ):
```
149
C33H89Li4N7O16 (ωB97M-V/def2-TZVPD)
Li -16.94109 8.92513 -7.79033
Li -15.44205 11.49212 -9.46776
Li -13.75835 10.36476 -7.60237
Li -13.95004 13.69664 -7.86506
O -15.14825 11.93762 -7.37020
C -16.02629 11.36430 -6.36532
C -15.67234 10.01654 -5.78822
O -15.22488 9.05421 -6.73516
H -17.05808 11.37841 -6.75570
H -16.03665 12.07040 -5.52221
H -16.53476 9.59108 -5.25007
H -14.88671 10.14306 -5.02336
C -14.50107 5.76641 -4.72701
O -14.17768 4.77255 -4.09643
N -15.75373 5.87074 -5.34399
N -13.68948 6.88127 -4.85889
H -16.24341 4.99454 -5.31721
H -15.97301 6.60255 -6.00380
H -12.71767 6.75260 -4.62256
H -14.00401 7.65949 -5.41600
C -20.72043 13.68433 -3.79039
O -19.54252 14.42601 -3.77953
C -18.72946 14.19031 -4.88692
C -17.43108 14.93076 -4.71480
N -17.68794 16.35223 -4.97046
C -16.47076 17.14908 -4.81702
C -16.79329 18.62148 -4.88946
O -17.57110 18.90485 -3.75248
C -17.95145 20.26742 -3.64001
H -20.49778 12.61454 -3.93295
H -21.36795 13.98588 -4.62682
H -21.23334 13.85601 -2.85207
H -19.20541 14.53784 -5.81821
H -18.58969 13.09393 -5.02258
H -16.78845 14.55018 -5.50969
H -17.04185 14.77261 -3.70536
H -18.28720 16.67206 -4.20750
H -15.77526 16.91892 -5.63429
H -15.91885 16.97533 -3.87853
H -17.39264 18.85088 -5.78010
H -15.85930 19.19932 -4.90606
H -17.06978 20.91998 -3.56265
H -18.44294 20.38754 -2.67527
H -18.60413 20.56339 -4.46372
C -16.75121 5.86830 -8.95756
O -17.16167 6.81775 -7.98209
C -18.48101 6.52053 -7.50523
C -19.00065 7.56257 -6.55277
N -18.96501 8.89580 -7.20947
C -19.36670 9.95119 -6.22840
C -20.85272 9.93737 -5.95858
O -21.50254 9.89764 -7.20314
C -22.91073 9.92514 -7.07342
H -16.33811 5.00343 -8.43543
H -15.99192 6.30444 -9.60558
H -17.58078 5.58623 -9.60811
H -18.43850 5.54056 -7.01034
H -19.20132 6.39944 -8.32598
H -18.42848 7.58359 -5.62201
H -20.04129 7.36910 -6.28805
H -19.76940 8.92426 -7.84335
H -19.08549 10.91928 -6.65501
H -18.82357 9.82572 -5.28819
H -21.15062 10.77936 -5.31923
H -21.15722 9.05278 -5.37757
H -23.29603 9.84521 -8.08548
H -23.21394 10.89187 -6.65822
H -23.30942 9.13500 -6.43425
C -20.93524 5.36348 -1.10593
O -21.07097 5.77525 -2.45613
C -19.97551 5.43792 -3.26351
C -18.75113 6.25315 -2.96665
N -19.03903 7.68346 -3.16314
C -17.97345 8.52314 -2.62804
C -18.01157 8.66387 -1.10841
O -19.36048 8.86078 -0.73762
C -19.49747 9.12717 0.62762
H -20.86577 4.26952 -1.04057
H -21.82227 5.68869 -0.57308
H -20.03805 5.78428 -0.64667
H -20.34229 5.57882 -4.28530
H -19.78144 4.35794 -3.18151
H -17.90196 6.00053 -3.60324
H -18.41978 6.07081 -1.93585
H -19.90139 7.90827 -2.67332
H -18.07766 9.51957 -3.08197
H -16.99407 8.12973 -2.91425
H -17.40971 9.52294 -0.80160
H -17.63711 7.71891 -0.69523
H -19.00825 8.34815 1.22952
H -20.55118 9.04706 0.91434
H -19.17602 10.13031 0.92477
C -14.55946 5.72323 2.51892
O -14.44494 6.35693 1.26492
C -13.48312 5.74494 0.45219
C -13.45769 6.42863 -0.88834
N -13.25137 7.85323 -0.76090
C -13.33911 8.58536 -1.97771
C -13.51870 10.05808 -1.73397
O -14.76819 10.24617 -1.10041
C -15.21652 11.56120 -1.17452
H -14.80453 4.65804 2.41240
H -15.41046 6.15126 3.05267
H -13.66605 5.86377 3.13328
H -13.72602 4.68908 0.23879
H -12.48451 5.70627 0.91332
H -14.43688 6.19339 -1.35853
H -12.71575 5.96353 -1.54258
H -13.77086 8.24452 0.01164
H -14.17572 8.23824 -2.60260
H -12.38484 8.52579 -2.52757
H -13.46972 10.61704 -2.68476
H -12.72487 10.42653 -1.06579
H -14.51253 12.25041 -0.68102
H -16.20560 11.65483 -0.73890
H -15.23697 11.88856 -2.23058
C -10.58413 8.38687 -2.66044
O -11.16980 7.94067 -3.88041
C -10.75593 8.61192 -5.03723
C -12.01576 9.04977 -5.80822
N -11.86563 10.21986 -6.68005
C -11.58271 11.48947 -5.99568
C -10.99745 12.53390 -6.93304
O -9.99590 11.95630 -7.68387
C -9.25138 12.88906 -8.45330
H -10.79240 9.44692 -2.44760
H -9.50539 8.21352 -2.65651
H -11.05519 7.83900 -1.84653
H -10.12909 7.94020 -5.63215
H -10.15096 9.49969 -4.81512
H -12.76826 9.24267 -5.03970
H -12.38004 8.23625 -6.43241
H -11.10931 10.05679 -7.34433
H -10.96851 11.38035 -5.09297
H -12.52952 11.87658 -5.58111
H -10.68673 13.40610 -6.35129
H -11.84137 12.85201 -7.61898
H -9.00106 13.77783 -7.86729
H -9.82354 13.22972 -9.32534
H -8.34348 12.38919 -8.76885
O -13.65426 7.70119 -8.51802
H -14.35156 7.83506 -7.84729
H -13.61472 6.75202 -8.67972
O -17.49683 13.88802 -8.13525
H -17.22379 13.20416 -7.51187
H -17.67142 13.44223 -8.97100
O -14.36033 14.39451 -5.71394
H -14.86451 13.56730 -5.70195
H -13.71990 14.30178 -4.99525
```

Atom charges from the Mulliken analysis, given in e for atoms 1 to 6: 0.73, 0.88, 1.00, 0.79, -0.94, 2.00


Record 2
Computed, not measured: 8 unconnected molecules or ions with the total composition C33H89N9O10 in a non-equilibrium geometry, with ωB97M-V/def2-TZVPD.

## Properties
Energy relative to the best compared isomer or geometry (same formula, charge and spin): 0.00 kcal per mole
Energy: -2555.74654 Eh
Frontier orbital gap: 9.25 eV
E_LUMO: 0.4 eV
SMILES string: COC[C@H](C)N.COC[C@H](C)N.COC[C@H](C)N.COC[C@H](C)N.COC[C@H](C)N.COCCNCCOC.COCCNCCOC.NC(N)=O

Structure (XYZ):
```
141
C33H89N9O10 (ωB97M-V/def2-TZVPD)
C -4.98341 0.74745 4.37493
O -5.71721 0.72683 5.34560
N -3.70441 0.23550 4.43837
N -5.34601 1.25281 3.15078
H -3.59089 -0.08052 5.38608
H -2.92833 0.38825 3.83007
H -6.28622 1.58440 3.06133
H -4.73852 1.04775 2.37273
C 6.52108 3.27645 7.40150
O 5.19575 2.94156 7.11317
C 5.10212 1.83794 6.23672
C 3.67936 1.62225 5.77100
N 3.22214 2.45198 4.66479
C 3.41278 3.88881 4.78915
C 2.86930 4.56700 3.56314
O 3.57994 4.08735 2.43662
C 3.17219 4.72267 1.24542
H 7.03550 3.70945 6.53072
H 7.10797 2.40974 7.73335
H 6.52503 4.02342 8.19364
H 5.49322 0.93686 6.73648
H 5.76514 1.97610 5.36576
H 2.96495 1.68728 6.59410
H 3.66244 0.60180 5.38231
H 3.59461 2.12081 3.78555
H 4.44725 4.18595 5.00535
H 2.86731 4.20721 5.68563
H 2.96124 5.65696 3.66720
H 1.80176 4.33714 3.45081
H 3.69534 5.68211 1.11938
H 2.10200 4.95083 1.22868
H 3.45475 4.09576 0.40139
C 6.25492 -6.22150 -6.80751
O 5.62317 -5.06654 -6.30239
C 6.46022 -4.24720 -5.54777
C 5.64370 -3.38530 -4.58930
N 4.57134 -4.18512 -3.98919
C 3.69087 -3.39125 -3.13176
C 3.34723 -4.17416 -1.87761
O 2.25940 -3.68778 -1.11078
C 2.44152 -2.36685 -0.67736
H 6.53582 -6.89934 -5.99056
H 7.20165 -5.95877 -7.29631
H 5.54696 -6.68249 -7.48592
H 7.01025 -3.52869 -6.18281
H 7.23759 -4.83027 -5.03667
H 5.24466 -2.54976 -5.17784
H 6.32320 -3.06313 -3.80146
H 4.07215 -4.54321 -4.79442
H 2.77037 -3.11359 -3.66761
H 4.15849 -2.43789 -2.87197
H 4.23768 -4.25505 -1.23226
H 3.10355 -5.20641 -2.13184
H 3.30287 -2.27362 0.00105
H 1.56639 -2.07805 -0.09325
H 2.54539 -1.66417 -1.50936
C -3.86120 -9.02717 -2.30756
C -4.37152 -7.62504 -2.05136
C -3.34546 -6.60586 -2.56250
O -3.78829 -5.27691 -2.52312
C -3.70436 -4.69984 -1.22825
N -5.66993 -7.47571 -2.73732
H -2.89457 -9.28306 -1.87389
H -3.87949 -9.33625 -3.35614
H -4.59046 -9.72565 -1.87534
H -4.56592 -7.44173 -0.99321
H -3.11700 -6.86750 -3.60093
H -2.40258 -6.72203 -2.00728
H -3.72306 -3.61606 -1.36322
H -2.74966 -4.96749 -0.77102
H -4.58073 -4.93313 -0.61670
H -6.07918 -6.60559 -2.41467
H -5.50136 -7.35577 -3.73177
C -3.56708 5.67514 -2.45477
C -2.78289 6.09012 -1.21304
C -1.31785 5.75340 -1.31540
O -1.10788 4.48457 -1.90040
C 0.21358 4.03427 -1.74539
N -2.83682 7.56295 -0.94715
H -2.92738 5.69435 -3.34146
H -4.40799 6.33707 -2.68085
H -4.01434 4.68597 -2.35173
H -3.20965 5.58874 -0.34178
H -0.81708 5.79672 -0.33934
H -0.80404 6.53440 -1.90422
H 0.19189 2.99945 -2.08901
H 0.58865 4.13019 -0.72069
H 0.91801 4.56757 -2.40057
H -3.82902 7.79217 -0.97608
H -2.49481 7.98868 -1.80973
C 1.02361 -0.47735 5.00788
C -0.42795 0.00461 4.91326
C -0.94524 0.38462 6.28104
O -1.20880 -0.74209 7.06989
C -1.99018 -0.46344 8.21298
N -0.50801 1.14079 3.99018
H 1.48226 -0.65709 4.03447
H 1.12778 -1.37993 5.61571
H 1.57094 0.32420 5.50262
H -0.99055 -0.85094 4.52356
H -1.84711 0.98961 6.12090
H -0.20523 1.03722 6.77497
H -3.00669 -0.85024 8.08846
H -2.02812 0.60863 8.41646
H -1.56615 -0.97203 9.08140
H 0.11261 1.90078 4.25404
H -0.16311 0.83493 3.07969
C -2.63931 -0.53488 -0.19889
C -1.69080 0.06273 0.83393
C -0.39729 0.56785 0.24692
O 0.52960 0.98562 1.26915
C 1.85797 1.03567 0.77669
N -2.37948 1.06847 1.66469
H -2.94527 0.24008 -0.91044
H -3.51531 -0.91063 0.31876
H -2.10824 -1.26592 -0.81216
H -1.44127 -0.76123 1.51939
H -0.62504 1.48752 -0.32078
H 0.13245 -0.10691 -0.43116
H 2.30721 0.03906 0.75045
H 2.45778 1.62330 1.47546
H 1.87352 1.54885 -0.18902
H -1.96354 1.01912 2.59848
H -2.09192 2.01142 1.40488
C -1.85498 0.73993 -7.34880
C -3.25842 0.77403 -6.75795
C -3.36490 1.75838 -5.62702
O -2.56034 1.32336 -4.56353
C -2.77272 2.06332 -3.39033
N -4.16856 1.18682 -7.84063
H -1.11372 0.33119 -6.65645
H -1.52199 1.72597 -7.67026
H -1.82379 0.01907 -8.17169
H -3.43297 -0.25013 -6.40232
H -4.41844 1.93759 -5.36075
H -3.02300 2.74190 -5.99364
H -3.64840 1.72930 -2.82829
H -2.84363 3.13844 -3.60189
H -1.86916 2.04611 -2.77759
H -5.12378 0.99779 -7.54266
H -4.05043 0.57386 -8.64106
```

Atom charges from the Mulliken analysis, given in e for atoms 1 to 6: 0.33, -0.68, -0.26, -0.32, 0.11, 0.30


Record 3
Computed, not measured: 9 unconnected molecules or ions with the total composition C33H90N6O9 in a non-equilibrium geometry, with ωB97M-V/def2-TZVPD.

## Properties
Energy relative to the best compared isomer or geometry (same formula, charge and spin): 1.65 kcal per mole
Energy: -2316.86784 Eh
Frontier orbital gap: 9.18 eV
E_LUMO: 0.4 eV
SMILES string: COC[C@H](C)N.COC[C@H](C)N.COC[C@H](C)N.COC[C@H](C)N.COC[C@H](C)N.COC[C@H](C)N.CC(C)O.CC(C)O.CC(C)O

Structure (XYZ):
```
138
C33H90N6O9 (ωB97M-V/def2-TZVPD)
C -0.98379 -0.51540 -1.28552
C -0.78983 -0.24081 0.20870
C 0.55410 -0.73389 0.69491
O -0.80089 1.17008 0.47058
H -2.03223 -0.48029 -1.58689
H -0.69730 -1.55768 -1.45305
H -0.44412 0.21024 -1.89520
H -1.64750 -0.67470 0.73470
H 1.37623 -0.41993 0.05739
H 0.59010 -1.82889 0.67425
H 0.61927 -0.38333 1.72677
H -1.64772 1.54629 0.16320
C 1.24974 -1.06423 -6.33459
C 1.44440 -0.39442 -4.98193
C 0.35346 0.59883 -4.66617
O 1.50102 -1.35709 -3.91220
H 1.86050 -0.64334 -7.13540
H 0.21721 -1.03283 -6.69916
H 1.50962 -2.12415 -6.28769
H 2.42681 0.07833 -4.94906
H 0.26384 1.44727 -5.34977
H 0.45997 1.02255 -3.66752
H -0.59847 0.05995 -4.75479
H 0.60098 -1.67585 -3.78467
C -1.14599 1.99583 3.86439
C -1.05667 3.25810 4.70638
C -0.53730 4.48203 4.00677
O -2.39178 3.60615 5.17570
H -0.26259 1.67686 3.30724
H -1.95525 2.17285 3.15117
H -1.36945 1.12589 4.48669
H -0.52426 3.02458 5.63637
H -1.18247 4.79083 3.18731
H 0.48237 4.31483 3.65266
H -0.47285 5.28865 4.73848
H -2.63102 2.99352 5.87542
C 4.37013 -5.34903 -1.29936
C 3.18737 -4.41436 -1.42440
C 3.42486 -3.11444 -0.68850
O 4.70347 -2.59656 -1.00185
C 4.72300 -1.20949 -1.17179
N 2.87485 -4.19509 -2.84714
H 4.11981 -6.27710 -1.81910
H 4.52619 -5.65043 -0.25977
H 5.29516 -4.94192 -1.69549
H 2.30338 -4.85232 -0.94981
H 3.34107 -3.22640 0.40668
H 2.64017 -2.37770 -0.91226
H 3.90466 -0.86225 -1.82591
H 5.62339 -0.91848 -1.71449
H 4.63727 -0.61630 -0.25091
H 2.02910 -3.64484 -2.92238
H 3.63222 -3.69003 -3.29122
C 2.36423 5.53752 0.53864
C 1.79249 5.41739 -0.86021
C 1.45598 3.97242 -1.16036
O 2.66041 3.24075 -1.06455
C 2.45414 1.86328 -0.84022
N 0.54899 6.26061 -0.94706
H 3.30271 4.96558 0.49948
H 1.81064 5.01145 1.31442
H 2.70972 6.54866 0.73433
H 2.47722 5.86868 -1.57565
H 1.06306 3.86247 -2.17889
H 0.74808 3.62641 -0.39761
H 1.80890 1.48209 -1.64109
H 2.00548 1.68655 0.14004
H 3.43787 1.39826 -0.89665
H -0.25586 5.70754 -0.66391
H 0.39545 6.46017 -1.93147
C 6.39129 3.51925 3.12979
C 5.54389 2.69397 2.15753
C 4.13957 2.44866 2.66315
O 4.15877 1.73347 3.88935
C 2.86837 1.30519 4.25161
N 5.54428 3.42202 0.89379
H 5.92243 4.50697 3.21639
H 7.39875 3.60933 2.72991
H 6.45603 3.08322 4.12481
H 6.11356 1.76051 2.07619
H 3.60263 1.83242 1.93064
H 3.69411 3.43683 2.85248
H 2.44095 0.68449 3.45728
H 2.21298 2.16804 4.45359
H 2.93257 0.77490 5.20004
H 4.86474 3.08887 0.22181
H 5.39253 4.40864 1.05369
C -2.45876 -4.58655 -1.45009
C -3.57813 -3.60739 -1.66815
C -4.92926 -4.29810 -1.55950
O -5.10898 -5.14229 -2.66800
C -6.19694 -6.03816 -2.54689
N -3.45585 -2.55951 -0.64546
H -2.53025 -5.45287 -2.10915
H -2.39924 -4.92785 -0.41479
H -1.50211 -4.11263 -1.69238
H -3.54987 -3.15275 -2.66270
H -5.71349 -3.52371 -1.54539
H -4.96772 -4.86749 -0.62020
H -7.07236 -5.64563 -3.07337
H -6.44043 -6.20002 -1.49442
H -5.92478 -6.99332 -2.99552
H -3.26724 -2.99290 0.24940
H -4.31094 -2.02132 -0.57428
C -1.78020 -1.54414 3.76743
C -2.37555 -2.73760 3.00742
C -2.64153 -3.95656 3.85588
O -1.44633 -4.48367 4.33705
C -1.61369 -5.66867 5.06410
N -3.63418 -2.36517 2.34829
H -0.77298 -1.69296 4.15210
H -2.48850 -1.21399 4.53626
H -1.73673 -0.70226 3.06872
H -1.61157 -2.97016 2.25510
H -3.16414 -4.65953 3.18180
H -3.38098 -3.71107 4.63766
H -0.70337 -6.26577 5.00975
H -2.47080 -6.25505 4.71815
H -1.76930 -5.48952 6.14003
H -3.63615 -1.41788 1.97960
H -4.33189 -2.27957 3.08926
C -2.21332 4.01597 -1.07897
C -3.31047 3.01072 -1.40289
C -3.05167 2.30144 -2.71471
O -4.25263 1.97715 -3.35818
C -4.04949 1.61574 -4.70224
N -3.41931 2.04365 -0.29841
H -2.41829 4.52361 -0.13034
H -2.21891 4.87054 -1.76814
H -1.20578 3.59673 -1.08435
H -4.19328 3.65520 -1.51487
H -2.42619 1.43372 -2.45294
H -2.42283 2.98787 -3.29778
H -3.39138 0.74250 -4.77955
H -3.58665 2.44156 -5.25869
H -5.01711 1.40610 -5.15008
H -3.96685 2.43765 0.46290
H -4.02284 1.28928 -0.62756
```

Atom charges from the Mulliken analysis, given in e for atoms 1 to 6: -0.70, 2.15, -0.64, 0.00, 0.12, 0.10